Density functional theory data (ωB97M-V/def2-TZVPD) for a 2-piece molecular cluster, C4H11NO3 overall.

Properties
Largest force on an atom ... 0.861 eV/A
Energy above the lowest of the compared OMol25 structures with the same formula, charge and spin ... 1.297 eV
Electronic energy ... -11958.8130 eV
Kohn-Sham gap ... 9.63 eV
Total charge ... 0

Each line ends with the natural charge from an NBO analysis.
CARTESIAN COORDINATES (ANGSTROEM)
C -0.62 1.38 1.08  -0.431
N 0.49 0.53 0.65  -0.607
C 0.09 -0.78 0.15  -0.161
C -0.66 -0.76 -1.20  -0.640
C -0.74 -1.51 1.19  0.799
O -1.94 -1.53 1.22  -0.578
O 0.04 -2.20 2.06  -0.695
H -0.22 2.24 1.63  0.199
H -1.28 0.85 1.77  0.201
H -1.28 1.76 0.29  0.172
H 0.94 0.99 -0.15  0.365
H 1.01 -1.35 0.03  0.216
H -0.77 0.27 -1.53  0.212
H -0.18 -1.34 -1.98  0.216
H -1.66 -1.15 -1.12  0.231
H -0.35 -2.24 2.94  0.497
O 2.05 1.44 -2.49  -0.941
H 2.95 1.09 -2.49  0.474
H 2.13 2.31 -2.06  0.470

***

Density functional theory data (ωB97M-V/def2-TZVPD) for C9H22CeN4O7 as an isolated structure.

Properties
Largest force on an atom ... 5.232 eV/A
Electronic energy ... -42899.2941 eV
Kohn-Sham gap (alpha / beta) ... 4.53 / 4.68 eV
Spin multiplicity ... 2
Total charge ... +1

Each line ends with the Löwdin spin population.
CARTESIAN COORDINATES (ANGSTROEM)
O 0.01 0.19 -5.00  0.000
H -0.47 -0.01 -5.81  0.000
Ce -0.09 0.05 -0.37  0.930
N 0.57 1.74 1.03  0.193
N 1.64 1.38 -1.14  -0.197
N -1.07 -1.29 1.16  0.032
N -0.44 -1.98 -1.27  -0.021
O -0.07 1.66 2.18  0.201
O -1.43 -0.86 2.47  0.013
O 0.09 -2.46 -2.53  -0.006
O 2.20 0.86 -2.17  -0.288
C 2.17 2.46 -0.49  0.162
C 1.51 2.70 0.76  -0.122
C -1.38 -2.57 0.84  0.016
C -0.94 -2.97 -0.47  0.057
C 1.83 3.80 1.72  -0.027
H 2.08 3.36 2.70  -0.007
H 0.96 4.47 1.83  -0.008
H 2.69 4.38 1.35  0.000
C 3.35 3.11 -1.10  0.033
H 3.10 3.37 -2.14  0.008
H 4.21 2.41 -1.12  0.010
H 3.65 4.01 -0.56  0.000
C -2.06 -3.48 1.81  0.001
C -0.91 -4.38 -0.95  0.010
H -2.65 -2.90 2.54  0.000
H -1.32 -4.09 2.36  0.001
H -2.74 -4.16 1.25  0.000
H -0.11 -4.50 -1.69  0.001
H -1.88 -4.64 -1.42  0.004
H -0.75 -5.09 -0.12  0.001
H -0.99 0.03 2.56  -0.001
H 0.84 -1.89 -2.78  0.000
C -0.93 0.76 -4.07  0.001
H -0.35 1.46 -3.45  0.000
H -1.41 -0.03 -3.45  0.000
H -1.74 1.34 -4.55  0.000
O -2.39 1.26 -0.04  0.001
H -3.20 0.83 0.28  0.000
H -2.46 2.16 0.30  0.000
O 2.00 -1.09 1.18  0.001
H 2.65 -0.61 1.73  0.000
H 2.00 -1.98 1.59  0.000

***

Density functional theory data (ωB97M-V/def2-TZVPD) for a 7-piece molecular cluster, C28H43BrN2O15 overall.

Properties
Largest force on an atom ... 2.724 eV/A
Electronic energy ... -133468.3745 eV
Kohn-Sham gap ... 10.07 eV
Total charge ... 0

Each line ends with the Löwdin charge.
CARTESIAN COORDINATES (ANGSTROEM)
C -1.60 -2.40 1.05  -0.044
N -0.66 -3.42 1.52  -0.071
C -1.30 -4.54 2.22  -0.115
C -1.22 -4.33 3.76  -0.774
O -2.18 -4.38 4.40  0.041
Br 0.47 -3.92 4.66  0.718
C 0.23 -3.82 0.54  -0.555
O 0.27 -3.26 -0.50  0.126
O 1.10 -4.87 0.81  -0.101
N 2.35 -4.44 0.32  0.064
H -2.16 -2.69 0.14  0.103
H -1.11 -1.44 0.87  0.072
H -2.34 -2.26 1.86  0.103
H -2.38 -4.52 1.98  0.136
H -0.89 -5.53 1.95  0.117
H 2.51 -4.84 -0.61  0.089
H 3.07 -4.84 0.91  0.099
O -1.13 0.31 2.31  0.105
C -1.02 1.36 1.74  -0.472
C -0.14 1.65 0.54  -0.061
C -0.12 3.17 0.52  -0.160
C -1.46 3.52 1.13  -0.138
O -1.74 2.47 2.07  0.034
H -0.60 1.24 -0.35  0.131
H 0.86 1.24 0.69  0.130
H 0.03 3.60 -0.47  0.097
H 0.68 3.54 1.16  0.089
H -2.26 3.54 0.38  0.125
H -1.44 4.48 1.65  0.127
O -0.28 -7.96 1.47  0.117
C -0.29 -8.23 0.31  -0.475
C 0.48 -7.51 -0.78  -0.076
C -0.21 -8.00 -2.04  -0.154
C -0.70 -9.38 -1.63  -0.158
O -0.98 -9.27 -0.22  0.031
H 1.53 -7.82 -0.74  0.138
H 0.40 -6.43 -0.67  0.100
H 0.44 -8.02 -2.92  0.117
H -1.06 -7.36 -2.27  0.121
H 0.07 -10.15 -1.77  0.127
H -1.60 -9.68 -2.16  0.125
O 0.61 -6.54 9.48  0.117
C -0.15 -6.74 8.58  -0.489
C -0.58 -8.09 8.04  -0.079
C -1.21 -7.72 6.71  -0.155
C -1.73 -6.32 6.97  -0.156
O -0.80 -5.75 7.91  0.021
H -1.30 -8.53 8.73  0.130
H 0.28 -8.74 7.92  0.124
H -1.98 -8.41 6.38  0.116
H -0.44 -7.69 5.93  0.119
H -2.72 -6.32 7.42  0.132
H -1.75 -5.72 6.07  0.073
O 1.12 4.12 -3.24  0.114
C -0.02 3.89 -3.55  -0.476
C -0.61 4.01 -4.94  -0.072
C -2.10 3.98 -4.65  -0.149
C -2.17 3.15 -3.38  -0.150
O -0.95 3.44 -2.68  0.004
H -0.29 3.15 -5.53  0.137
H -0.30 4.93 -5.41  0.090
H -2.70 3.58 -5.47  0.121
H -2.45 5.00 -4.45  0.111
H -2.22 2.08 -3.59  0.127
H -3.02 3.43 -2.76  0.123
O -1.38 6.89 -5.84  0.107
C -0.48 7.68 -5.70  -0.465
C 0.87 7.40 -5.07  -0.080
C 1.39 8.80 -4.81  -0.158
C 0.72 9.61 -5.91  -0.155
O -0.54 8.96 -6.13  0.034
H 1.48 6.86 -5.79  0.139
H 0.76 6.83 -4.15  0.102
H 2.48 8.88 -4.83  0.119
H 1.05 9.15 -3.84  0.111
H 1.29 9.59 -6.85  0.126
H 0.55 10.64 -5.62  0.124
O 1.44 7.47 -1.76  0.118
C 2.05 6.90 -0.90  -0.469
C 3.51 7.07 -0.57  -0.073
C 3.79 5.85 0.30  -0.152
C 2.44 5.60 0.94  -0.157
O 1.47 6.02 -0.04  0.025
H 3.64 8.00 -0.02  0.133
H 4.12 7.08 -1.47  0.127
H 4.59 6.00 1.03  0.118
H 4.07 5.01 -0.33  0.123
H 2.29 6.18 1.85  0.132
H 2.30 4.55 1.17  0.103

***

Density functional theory data (ωB97M-V/def2-TZVPD) for C33H33BBr2Cl33F7NO7 as an isolated structure.

Properties
Largest force on an atom ... 1.499 eV/A
Electronic energy ... -623594.7673 eV
Kohn-Sham gap ... 7.82 eV
Total charge ... +1

Each line ends with the Löwdin charge.
CARTESIAN COORDINATES (ANGSTROEM)
C -0.93 -1.14 3.53  0.075
C -1.95 -0.34 3.29  -0.164
O -3.27 -0.81 3.27  0.095
C -3.94 -0.60 2.14  -0.437
O -5.13 -0.61 2.07  0.191
C -3.09 -0.35 0.92  0.038
C -2.21 -1.35 0.50  -0.180
O -2.12 -2.53 1.13  -0.032
C -3.19 -3.50 0.81  -0.191
C -2.56 -4.84 0.52  -0.070
C -1.40 -1.11 -0.59  0.001
C -0.42 -2.16 -1.05  -0.205
O -0.53 -2.74 -2.07  0.189
C 0.76 -2.46 -0.08  -0.350
F 0.92 -1.40 0.76  0.078
F 0.45 -3.54 0.66  0.150
C 2.09 -2.75 -0.86  -0.351
F 2.13 -2.02 -1.99  0.163
F 2.08 -4.06 -1.16  0.176
C 3.34 -2.44 0.00  -0.350
F 3.49 -1.08 0.05  0.097
F 3.15 -2.91 1.24  0.137
C 4.66 -3.01 -0.58  -0.417
O 4.72 -3.58 -1.61  0.214
O 5.71 -2.78 0.22  0.107
N -1.48 0.08 -1.24  0.031
C -0.57 0.28 -2.35  -0.739
Br -1.15 -0.34 -4.01  0.963
C 0.59 0.92 -2.17  -0.678
C 1.61 1.23 -3.19  -0.166
Br 1.06 1.54 -0.45  0.891
C -2.35 1.06 -0.87  -0.056
C -2.43 2.31 -1.71  -0.279
C -2.04 3.61 -1.01  0.011
F -3.73 2.40 -2.19  0.019
C -3.19 0.85 0.22  0.097
B -4.29 1.95 0.72  -0.484
O -5.56 1.77 0.28  0.175
C -3.89 3.11 1.69  -0.134
C -4.34 2.72 3.13  -0.061
H 0.05 -0.71 3.56  0.003
H -1.07 -2.20 3.70  0.097
H -1.79 0.71 3.08  0.128
H -3.88 -3.54 1.64  0.024
H -3.70 -3.14 -0.09  0.140
H -3.36 -5.56 0.35  0.059
H -1.94 -4.80 -0.37  0.078
H -1.95 -5.18 1.35  0.063
H 5.72 -1.84 0.49  0.103
H 1.69 2.32 -3.27  0.064
H 1.35 0.87 -4.18  0.026
H 2.59 0.89 -2.89  0.087
H -1.79 2.20 -2.59  0.124
H -2.96 4.06 -0.62  0.084
H -1.66 4.31 -1.75  0.098
H -1.35 3.46 -0.19  0.065
H -5.75 0.82 0.31  0.118
H -4.43 4.01 1.41  0.074
H -2.82 3.32 1.70  0.091
H -5.16 2.00 3.13  0.078
H -3.52 2.28 3.69  0.067
H -4.66 3.59 3.68  0.083
C 4.14 1.74 -6.71  -1.539
Cl 4.26 0.10 -6.07  0.534
Cl 2.73 2.56 -6.04  0.536
Cl 5.61 2.65 -6.37  0.535
H 4.02 1.68 -7.78  0.011
C 2.91 -0.32 5.03  -1.558
Cl 1.83 -1.31 6.00  0.562
Cl 4.59 -0.60 5.46  0.564
Cl 2.65 -0.60 3.30  0.560
H 2.67 0.72 5.22  -0.074
C 3.18 6.20 -8.17  -1.540
Cl 3.48 6.11 -6.44  0.487
Cl 3.98 4.88 -9.03  0.529
Cl 1.45 6.20 -8.50  0.527
H 3.59 7.13 -8.54  0.016
C 1.59 9.17 -3.74  -1.542
Cl 1.73 8.82 -5.46  0.517
Cl 1.48 7.66 -2.81  0.494
Cl 2.95 10.14 -3.18  0.542
H 0.68 9.73 -3.58  0.014
C 3.62 5.07 -0.81  -1.482
Cl 4.23 5.15 0.84  0.574
Cl 4.39 3.76 -1.70  0.546
Cl 1.86 4.88 -0.82  0.478
H 3.86 6.00 -1.30  0.009
C 8.85 -2.05 -1.18  -1.551
Cl 7.81 -0.62 -1.03  0.527
Cl 10.26 -1.69 -2.16  0.548
Cl 9.31 -2.64 0.41  0.544
H 8.27 -2.82 -1.68  0.012
C -6.14 4.73 -2.14  -1.556
Cl -6.34 5.04 -0.41  0.571
Cl -7.69 4.46 -2.92  0.553
Cl -5.27 6.06 -2.91  0.529
H -5.54 3.84 -2.24  -0.021
C 2.49 4.27 3.05  -1.578
Cl 2.59 2.97 4.25  0.577
Cl 0.83 4.81 2.86  0.527
Cl 3.55 5.60 3.47  0.529
H 2.82 3.86 2.10  -0.070
C -0.08 -8.32 2.36  -1.526
Cl 0.09 -7.67 3.99  0.562
Cl -1.72 -8.92 2.10  0.527
Cl 0.35 -7.10 1.16  0.548
H 0.60 -9.15 2.26  0.018
C -6.03 -6.12 2.91  -1.508
Cl -4.82 -7.23 2.28  0.536
Cl -5.89 -5.93 4.65  0.557
Cl -5.87 -4.55 2.10  0.594
H -7.01 -6.52 2.69  0.018
C -0.70 -9.74 6.94  -1.579
Cl -1.17 -8.86 8.40  0.527
Cl 0.85 -10.55 7.16  0.526
Cl -1.96 -10.89 6.47  0.525
H -0.59 -9.02 6.14  -0.072